(1)
Molecular formula: C20H22ClFN4O3
Method: DFT, wB97M-V/def2-TZVPD

Element x y z (Å)
O -0.4824 -0.9831 -0.8098
C -1.1823 -1.2542 -0.0298
N -2.3526 -0.4825 0.1021
C -2.9631 0.3834 -0.7572
C -4.1022 0.1467 -1.7021
C -4.2981 1.5041 -2.0748
N -3.3811 2.2628 -1.5234
N -2.5731 1.7078 -0.9595
C -1.4570 2.3775 -0.3509
C -0.1148 2.0366 -1.1157
H -0.0733 1.2050 -1.1915
H -0.4050 2.6027 -2.2026
C 1.1090 2.5106 -0.5630
N 1.2208 2.2882 0.9401
C 1.8459 1.0443 1.0942
O 1.5804 0.4018 2.3685
C 2.9608 0.4678 0.3062
C 2.6698 -0.4879 -0.5284
C 3.8419 -0.7754 -1.4853
C 4.9621 -0.2439 -1.2651
C 5.1686 0.7674 -0.6169
C 4.0655 1.3141 0.4351
F 4.3991 2.3815 1.1546
H 6.1147 1.3050 -0.3013
H 5.7810 -0.4869 -2.2583
Cl 3.5339 -2.1776 -2.5044
H 1.7435 -1.0805 -0.6589
C 0.1278 2.7705 1.7067
C -1.2736 1.9346 1.3229
H -2.0172 2.2498 1.8782
H -1.0694 1.0036 1.2597
H -0.0048 3.6746 1.5953
H 0.3218 2.3111 2.7769
H 0.9795 3.6556 -0.4317
H 1.9470 2.3669 -1.0154
H -1.6034 3.6236 -0.2814
H -4.9442 1.9519 -2.9997
H -4.7508 -0.5138 -1.4358
H -3.1877 -0.8956 0.8193
C -1.2483 -2.1898 1.1239
H -1.1483 -1.9267 2.1723
C 0.1010 -2.9366 1.1475
H 0.4881 -2.9842 -0.1036
O -0.0214 -4.4945 1.2921
C -1.3087 -4.6468 0.6155
H -0.9181 -4.9720 -0.3992
H -1.4785 -5.7208 1.2237
C -1.9964 -3.6391 0.9264
H -2.6944 -3.5175 1.6904
H -2.9318 -3.3014 0.0895
H 1.0199 -2.5389 1.5243

Its charge is 0. The value obtained for the energy above the lowest of the compared OMol25 structures with the same formula, charge and spin is 2330.2 kJ/mol.

=====

(2)
Molecular formula: C5H7N
Method: DFT, wB97M-V/def2-TZVPD

Element x y z (Å)
C 2.0770 0.6802 0.1740
C 1.0146 -1.2489 -0.1245
C -0.8520 1.6297 0.5574
C -0.2677 0.9593 -0.4383
C -0.3399 -1.9904 -0.1978
N 0.9145 0.1264 -0.1881
H 1.9553 1.7128 0.2260
H -1.5295 2.4321 0.4378
H -0.6591 1.2752 1.5894
H -0.4441 1.0727 -1.5286
H -1.1762 -1.4458 -0.6360
H -0.5418 -2.2043 0.7794
H -0.1511 -2.9990 -0.6507

Its charge is 0. The value obtained for the energy above the lowest of the compared OMol25 structures with the same formula, charge and spin is 677.3 kJ/mol.

=====

(3)
Molecular formula: C20H26FN3O3S
Method: DFT, wB97M-V/def2-TZVPD

Element x y z (Å)
C 1.7617 -0.1426 2.7495
C 1.6477 -0.0247 1.2719
C 0.5127 -0.0843 0.4975
C 0.9310 0.0911 -0.8449
C 2.2991 0.2274 -0.8493
N 2.7253 0.1550 0.4423
C 4.1016 0.2378 0.8480
H 4.6348 -0.6835 0.5988
H 4.5904 1.0717 0.3436
H 4.1585 0.3938 1.9222
C 3.2027 0.4140 -2.0107
H 2.6661 0.1319 -2.9122
H 4.0913 -0.2084 -1.9176
H 3.5191 1.4542 -2.0999
S -0.0783 0.2009 -2.2750
O -1.4642 0.1069 -1.9313
O 0.4349 -0.6800 -3.2872
N 0.2885 1.7366 -2.8477
C -0.2497 2.9091 -2.3463
C -0.8256 2.9823 -1.0819
C -1.3207 4.1843 -0.6078
C -1.2487 5.3364 -1.3720
C -0.6759 5.2874 -2.6325
C -0.1904 4.0848 -3.0970
F 0.3754 4.0301 -4.3343
H -0.6044 6.1627 -3.2588
H -1.6366 6.2698 -0.9956
H -1.7669 4.2102 0.3739
H -0.9049 2.0938 -0.4808
H 0.5715 1.7586 -3.8150
C -0.8910 -0.1827 0.9833
O -1.3553 0.6998 1.6929
N -1.5832 -1.2768 0.6196
C -1.0063 -2.3882 -0.0990
H -1.8170 -2.9315 -0.5858
C -0.2366 -3.3124 0.8503
C -1.1496 -4.1066 1.7835
C -2.1472 -3.2501 2.5668
C -3.2919 -2.7194 1.6987
H -3.5473 -3.4725 0.9507
C -2.9684 -1.3831 1.0218
H -3.1435 -0.5566 1.7146
H -3.6075 -1.2385 0.1436
H -4.1792 -2.5677 2.3159
H -2.5699 -3.8704 3.3605
H -1.6294 -2.4148 3.0413
H -1.7045 -4.8457 1.2004
H -0.5226 -4.6549 2.4910
H 0.3602 -4.0093 0.2589
H 0.4489 -2.7018 1.4417
H -0.3418 -2.0230 -0.8852
H 2.3102 -1.0398 3.0404
H 0.7612 -0.1867 3.1700
H 2.2660 0.7251 3.1743

Its charge is 0. The value obtained for the energy above the lowest of the compared OMol25 structures with the same formula, charge and spin is 0.0 kJ/mol.

=====

(4)
Molecular formula: H13O6S
Method: DFT, wB97M-V/def2-TZVPD

Element x y z (Å)
S 0.6215 -0.7098 -0.0675
H 1.4020 -0.7358 -1.1706
H 0.1709 1.9958 -2.7206
H -0.0624 1.1905 -1.5946
O -0.4906 1.9610 -1.9958
H -0.7371 -0.4731 1.8683
H -1.2319 -0.9440 3.1686
O -1.1625 -0.1379 2.6132
H 3.2563 -1.5484 -1.8371
H 4.3613 -1.3757 -2.8784
O 4.2748 -1.5689 -1.9109
H -0.6358 -3.4855 2.1102
H -0.9313 -2.2854 1.1911
O -1.3182 -2.7855 1.8888
H 0.6462 3.3065 1.6526
H -0.3846 3.4394 0.5701
O -0.0928 3.8985 1.4610
H -2.5548 0.0118 -0.0478
H -2.1459 0.1915 -1.4087
O -2.9850 0.0550 -0.8918

Its charge is -1. The value obtained for the energy above the lowest of the compared OMol25 structures with the same formula, charge and spin is 160.3 kJ/mol.

=====

(5)
Molecular formula: C2H6NO
Method: DFT, wB97M-V/def2-TZVPD

Element x y z (Å)
C 0.1483 0.8877 0.2715
O 1.0925 1.7161 0.7234
C 0.5983 -0.5145 -0.0678
N -0.6827 -1.2306 -0.4149
H -0.5995 0.7750 1.1749
H -0.4067 1.3617 -0.6425
H 1.2687 -0.4023 -0.8631
H 0.9569 -1.0098 0.9004
H -1.3601 -0.7488 0.2052
H -1.0157 -0.8345 -1.2871

Its charge is -1. The value obtained for the energy above the lowest of the compared OMol25 structures with the same formula, charge and spin is 68.2 kJ/mol.

=====

(6)
Molecular formula: C5H16NO
Method: DFT, wB97M-V/def2-TZVPD

Element x y z (Å)
C 0.6113 -1.1472 1.1658
C -0.1230 0.2262 1.1505
C -1.0498 0.4116 -0.2798
C -2.1119 -0.7476 -0.2764
C -1.5954 1.8741 -0.4111
N 1.4676 -1.3705 -0.0283
H -0.2032 -1.8806 1.0130
H 1.2751 -1.3255 2.0117
H 0.5107 1.0835 1.0624
H -0.8134 0.1484 1.9992
H -0.3010 0.1110 -1.0213
H -2.6452 -0.6349 -1.2517
H -2.8353 -0.6647 0.5609
H -1.6322 -1.7492 -0.2511
H -1.0203 2.6599 -0.8631
H -2.6082 1.9186 -0.7543
H -1.6801 2.0299 0.6758
H 2.0014 -0.4688 -0.2692
H 2.1742 -2.1003 0.2117
H 0.9681 -1.8432 -0.7646
H 2.6683 1.5632 -1.6991
H 3.9348 1.0863 -0.8888
O 3.0076 0.8198 -1.0921

Its charge is 0. The value obtained for the energy above the lowest of the compared OMol25 structures with the same formula, charge and spin is 207.8 kJ/mol. As for the spin multiplicity: 2.